DFT (the ωB97M-V functional and the def2-TZVPD basis) results for 4 unconnected molecules or ions with the total composition C36H78BFN6O5P at a distorted geometry.

```
128
Properties=species:S:1:pos:R:3
C -2.50724 4.05943 1.13719
C -1.09082 4.67327 1.31661
C -0.57249 5.30515 0.02611
N -0.22263 4.34253 -1.06482
C 0.49391 3.18575 -0.65194
C -0.12844 1.94083 -0.78688
C -1.53019 1.96341 -1.40433
O -2.52287 1.57545 -0.84318
O -1.60708 2.50552 -2.65691
C -0.65905 1.98018 -3.62109
C -1.48049 1.76104 -4.91833
C 0.51489 2.94306 -3.95298
C 1.89566 2.30301 -3.69254
C 2.14407 1.05135 -4.58521
C 0.49762 0.75929 -0.38148
C -0.20114 -0.58889 -0.46088
C -0.42432 -1.11914 -1.89031
F -1.43200 -0.55360 0.16228
C 1.77580 0.86313 0.09753
B 2.62664 -0.44737 0.54761
O 2.61334 -1.48563 -0.32807
O 3.28667 -0.54293 1.72402
C 2.54050 -0.10156 2.87829
C 2.70978 -1.04251 4.07185
N 2.38883 2.05356 0.18531
N 3.71180 2.17513 0.64125
C 1.77747 3.20044 -0.15466
P 2.66790 4.83484 -0.02299
O 2.61095 5.44735 -1.36657
H -2.49749 2.97148 1.15360
H -3.10242 4.36565 2.00221
H -3.00418 4.47567 0.26077
H -1.21703 5.50348 2.01861
H -0.38860 3.98160 1.79475
H 0.23950 6.01517 0.21116
H -1.38807 5.91746 -0.36849
H 0.42975 4.85729 -1.66032
H -0.21597 1.02150 -3.34738
H -2.47139 1.39320 -4.64630
H -0.91738 1.06063 -5.53476
H -1.57915 2.74428 -5.37892
H 0.43700 3.89621 -3.43228
H 0.50189 3.16316 -5.02361
H 2.70333 3.02113 -3.85410
H 1.97868 1.98678 -2.64390
H 1.36622 0.94071 -5.34253
H 3.11939 1.08316 -5.06966
H 2.11605 0.15650 -3.95401
H 0.35146 -1.37143 0.06292
H -1.25154 -0.56796 -2.33470
H -0.61807 -2.18947 -1.83243
H 0.50646 -0.98510 -2.45329
H 2.40432 -1.16511 -1.21433
H 2.92791 0.88079 3.18571
H 1.46844 0.00059 2.68070
H 1.78742 -1.55913 4.34074
H 3.00961 -0.49169 4.96823
H 3.49553 -1.78406 3.91610
H 3.79077 1.86100 1.60027
H 4.35256 1.69162 0.02303
H 2.02177 5.57944 0.98244
H 3.99839 4.64801 0.37808
C 2.02495 -4.78074 -0.01210
C 0.76525 -5.31433 -0.67870
N 0.99060 -5.85057 -2.00649
C -0.24283 -6.13001 -2.72726
C -1.17070 -7.21857 -2.17658
C 2.02163 -6.87240 -2.11111
C 1.85341 -8.14914 -1.27798
H 2.49541 -4.01141 -0.62371
H 1.76949 -4.33551 0.95198
H 2.75592 -5.56635 0.18074
H 0.05595 -4.48299 -0.76218
H 0.29932 -6.05141 -0.00732
H 0.00190 -6.36743 -3.76579
H -0.81327 -5.19507 -2.77822
H -0.79442 -8.21752 -2.38950
H -2.14890 -7.14116 -2.65561
H -1.32837 -7.12675 -1.10156
H 2.97920 -6.41716 -1.84536
H 2.13808 -7.14666 -3.16235
H 1.51130 -7.94261 -0.26281
H 2.81300 -8.66379 -1.19894
H 1.15868 -8.84803 -1.74004
C -4.37679 -2.89041 -5.64325
C -4.89697 -1.96582 -4.55274
N -5.24595 -0.63961 -5.02804
C -5.50520 0.30279 -3.95120
C -6.70895 0.04520 -3.03787
C -6.18121 -0.59026 -6.14154
C -7.56177 -1.23015 -5.94814
H -3.50671 -2.45953 -6.14206
H -4.07632 -3.84330 -5.20458
H -5.13534 -3.10755 -6.39570
H -4.10726 -1.86237 -3.80157
H -5.74146 -2.45970 -4.04861
H -5.59336 1.30837 -4.37261
H -4.60736 0.33855 -3.32237
H -7.64814 0.30861 -3.52138
H -6.62862 0.66783 -2.14413
H -6.76546 -0.99188 -2.70636
H -5.70613 -1.06249 -7.00503
H -6.31184 0.45185 -6.44417
H -7.50740 -2.19114 -5.43482
H -8.02276 -1.40760 -6.92182
H -8.23729 -0.58103 -5.39371
C 2.05956 0.86044 10.36260
C 2.60087 1.00392 8.94885
N 2.24708 2.26115 8.31187
C 2.55316 2.28818 6.89584
C 4.02590 2.20480 6.47002
C 2.59374 3.46658 9.04961
C 4.06990 3.69477 9.39916
H 0.97398 0.96539 10.37990
H 2.30873 -0.12716 10.75231
H 2.49022 1.59395 11.04489
H 2.18311 0.18845 8.35058
H 3.69006 0.84529 8.97305
H 2.10992 3.18669 6.45502
H 2.01890 1.45145 6.42859
H 4.54492 3.14972 6.62047
H 4.08434 1.97871 5.39971
H 4.56904 1.42004 6.99656
H 2.02000 3.47144 9.97882
H 2.22036 4.33465 8.49975
H 4.56108 2.78500 9.74658
H 4.14672 4.43151 10.20083
H 4.63285 4.08961 8.55442
```

## Properties
DFT total energy	-70451.37137	eV
max |F|	2.0	eV/A
HOMO level	-9.6	eV
Kohn-Sham gap	0.179	Eh
total charge	+1